Record 1
The following is a quantum chemistry calculation of a cluster of 2 separate species, C6H12O2 in total at a distorted geometry, from the OMol25 dataset.

```
! wB97M-V def2-TZVPD RIJCOSX def2/J DEFGRID3
* xyz 0 1
C 1.04 -3.20 -0.25
C 0.94 -2.94 -1.78
C 1.74 -3.90 -2.64
O 0.26 -2.03 -2.19
H 2.09 -3.22 0.08
H 0.57 -4.16 0.01
H 0.51 -2.39 0.28
H 1.68 -4.88 -2.15
H 2.80 -3.62 -2.75
H 1.29 -3.99 -3.65
C -1.19 3.36 2.86
C -0.74 3.69 1.38
C -1.70 3.37 0.22
O 0.29 4.34 1.18
H -1.03 2.27 2.95
H -2.25 3.58 3.07
H -0.57 3.86 3.63
H -1.15 3.63 -0.70
H -2.64 3.94 0.25
H -1.94 2.29 0.19
*
```

The HOMO energy comes out at -9.58 eV. The molar mass comes out at 116.2 g mol⁻¹. Its HOMO-LUMO gap is 10.339 eV. Its energy above the lowest of the compared OMol25 structures with the same formula, charge and spin is 28.4 kcal/mol. Its SMILES is CC(C)=O.CC(C)=O.


Record 2
The following is a quantum chemistry calculation of an isolated molecule of C6H12O2, from the OMol25 dataset.

```
! wB97M-V def2-TZVPD RIJCOSX def2/J DEFGRID3
* xyz 0 1
C 0.10 0.30 1.80
C -0.11 0.21 0.32
C 0.89 0.20 -0.56
C 2.35 0.28 -0.19
O 2.79 -0.80 0.62
C -1.58 0.10 -0.06
C -1.85 0.17 -1.57
O -2.14 -1.08 0.50
H -0.06 1.33 2.13
H 1.11 -0.01 2.08
H -0.63 -0.33 2.32
H 0.69 0.13 -1.62
H 2.95 0.32 -1.10
H 2.55 1.18 0.40
H 2.56 -1.63 0.19
H -2.11 0.92 0.43
H -1.48 1.10 -1.98
H -1.38 -0.67 -2.08
H -2.92 0.11 -1.73
H -1.71 -1.84 0.10
*
```

The HOMO energy comes out at -9.45 eV. The molar mass comes out at 116.2 g mol⁻¹. Its HOMO-LUMO gap is 10.247 eV. Its energy above the lowest of the compared OMol25 structures with the same formula, charge and spin is 36.4 kcal/mol. Its SMILES is C/C(=C\CO)[C@@H](C)O.


Record 3
The following is a quantum chemistry calculation of a cluster of 3 separate species, C6H12O2 in total at a distorted geometry, from the OMol25 dataset.

```
! wB97M-V def2-TZVPD RIJCOSX def2/J DEFGRID3
* xyz 0 1
C 3.39 0.10 -0.60
C 2.26 -0.46 -0.96
C 1.12 -1.02 -0.19
C -0.06 -0.44 -0.05
C -1.22 -1.02 0.65
C -2.12 -0.31 1.32
H 4.26 0.28 -1.23
H 3.72 0.32 0.42
H 2.17 -0.81 -1.99
H 1.27 -2.08 -0.05
H -0.29 0.56 -0.35
H -1.45 -2.07 0.47
H -1.96 0.70 1.67
H -3.06 -0.74 1.62
O -5.72 -1.45 2.17
H -5.39 -0.55 2.14
H -6.43 -1.48 1.53
O 3.34 3.56 -2.35
H 3.24 4.43 -2.74
H 2.61 3.38 -1.77
*
```

The HOMO energy comes out at -9.00 eV. The molar mass comes out at 116.2 g mol⁻¹. Its HOMO-LUMO gap is 9.837 eV. Its energy above the lowest of the compared OMol25 structures with the same formula, charge and spin is 77.8 kcal/mol. Its SMILES is C=C/C=C/C=C.O.O.


Record 4
The following is a quantum chemistry calculation of an isolated molecule of C6H12O2 at a distorted geometry, from the OMol25 dataset.

```
! wB97M-V def2-TZVPD RIJCOSX def2/J DEFGRID3
* xyz 0 1
C 1.23 0.62 1.29
C -0.16 0.32 0.85
C -1.22 0.22 2.02
C -0.08 -0.98 -0.10
C -0.73 -0.58 -1.45
C 0.14 -0.01 -2.54
O -0.23 0.75 -3.39
O 1.43 -0.33 -2.49
H 1.28 1.14 2.33
H 1.81 -0.24 1.45
H 1.87 1.20 0.55
H -0.45 1.26 0.41
H -1.42 -0.85 2.30
H -2.18 0.86 1.72
H -0.96 0.61 2.96
H 0.98 -1.18 -0.31
H -0.60 -1.69 0.43
H -1.12 -1.58 -1.88
H -1.61 0.09 -1.29
H 2.01 0.37 -2.85
*
```

The HOMO energy comes out at -10.37 eV. The molar mass comes out at 116.2 g mol⁻¹. Its HOMO-LUMO gap is 11.079 eV. Its energy above the lowest of the compared OMol25 structures with the same formula, charge and spin is 37.3 kcal/mol. Its SMILES is CC(C)CCC(=O)O.


Record 5
The following is a quantum chemistry calculation of a cluster of 2 separate species, C6H12O2 in total, from the OMol25 dataset.

```
! wB97M-V def2-TZVPD RIJCOSX def2/J DEFGRID3
* xyz 0 1
C -2.96 -0.61 -0.25
C -1.78 -0.18 0.59
C -1.38 1.08 0.66
C -0.27 1.59 1.53
H -2.74 -1.46 -0.90
H -3.80 -0.91 0.38
H -3.30 0.22 -0.86
H -1.30 -0.95 1.19
H -1.81 1.82 -0.01
H -0.09 0.98 2.41
H -0.52 2.60 1.89
H 0.66 1.75 0.98
C 3.30 -0.88 -1.26
C 2.01 -0.61 -0.55
O 1.90 -0.44 0.63
O 0.94 -0.62 -1.38
H 3.20 -0.99 -2.33
H 3.73 -1.80 -0.88
H 4.02 -0.09 -1.03
H 0.17 -0.49 -0.81
*
```

The HOMO energy comes out at -9.39 eV. The molar mass comes out at 116.2 g mol⁻¹. Its HOMO-LUMO gap is 10.352 eV. Its energy above the lowest of the compared OMol25 structures with the same formula, charge and spin is 17.0 kcal/mol. Its SMILES is C/C=C/C.CC(=O)O.


Record 6
The following is a quantum chemistry calculation of a cluster of 2 separate species, C6H12O2 in total at a distorted geometry, from the OMol25 dataset.

```
! wB97M-V def2-TZVPD RIJCOSX def2/J DEFGRID3
* xyz 1 2
C 0.51 -1.85 1.29
C -0.70 -1.08 0.64
C -1.92 -1.44 1.05
C -0.74 2.36 -1.20
O 0.52 1.96 -1.77
C -0.78 1.36 -0.10
C -0.55 0.03 -0.43
H 0.22 -1.72 2.32
H 1.42 -1.28 1.20
H 0.54 -2.90 1.10
H -2.12 -2.30 1.63
H -2.72 -0.80 0.85
H -0.93 3.35 -0.85
H -1.39 1.91 -1.95
H 1.24 2.45 -1.28
H -0.98 1.52 0.87
H -0.37 -0.43 -1.47
H 2.36 -0.58 -0.10
H 3.10 -0.04 -1.32
O 3.28 -0.51 -0.49
*
```

The expectation value of S² is 0.760. The HOMO energy (spin up / spin down) comes out at -14.71 / -14.27 eV. The molar mass comes out at 116.2 g mol⁻¹. Its HOMO-LUMO gap (spin up / spin down) is 9.851 / 5.646 eV. Its energy above the lowest of the compared OMol25 structures with the same formula, charge and spin is 86.4 kcal/mol.